(1)
C41H55AsIN4PRhSSi2 | ωB97M-V with the def2-TZVPD basis set

The total energy is -5776.0718 hartree. For the HOMO energy (alpha / beta), the calculation gives -14.58 / -14.90 eV. The calculation puts the HOMO-LUMO gap (alpha / beta) at 7.99 / 5.85 eV. The calculation puts the LUMO energy (alpha / beta) at -6.6 / -9.0 eV. The spin multiplicity is 5. Its expectation value of S² is 6.014. Its net charge is +3.

Positions of all 107 atoms, in Å:
Rh (0.1290, -0.2385, 0.5287)
I (-2.1036, -0.3334, 2.6010)
C (-3.6297, -1.7538, 2.1293)
C (-4.3533, -2.0923, 3.2377)
C (-5.4922, -2.9184, 3.1470)
C (-5.9270, -3.3116, 1.9103)
C (-5.1847, -2.9966, 0.7235)
C (-5.6906, -3.4748, -0.5101)
C (-5.0303, -3.2054, -1.6654)
C (-3.8001, -2.4967, -1.6000)
C (-3.2860, -1.9644, -0.4454)
P (-1.7322, -1.1191, -0.8920)
C (-0.8234, -2.4625, -1.7145)
C (-0.2839, -2.4166, -2.9994)
C (0.4600, -3.4987, -3.4836)
C (0.7267, -4.5754, -2.6553)
C (0.1465, -4.6529, -1.3777)
C (-0.6454, -3.6162, -0.9296)
C (-2.2842, 0.1029, -2.1373)
C (-1.3065, 0.7821, -2.8584)
C (-1.6424, 1.7023, -3.8454)
C (-2.9923, 2.0560, -3.9794)
C (-3.9739, 1.4206, -3.2280)
C (-3.6294, 0.4508, -2.2992)
C (-3.9874, -2.1989, 0.7946)
H (-4.0633, -1.7129, 4.1994)
H (-6.0930, -3.1700, 4.0091)
H (-6.8832, -3.8060, 1.8107)
H (-6.5683, -4.1028, -0.4692)
H (-5.4091, -3.4899, -2.6398)
H (-3.2859, -2.3281, -2.5307)
H (-0.4441, -1.5744, -3.6497)
H (0.7924, -3.5149, -4.5179)
H (1.3354, -5.4253, -3.0091)
H (0.3117, -5.5569, -0.7936)
H (-1.1631, -3.7371, 0.0133)
H (-0.2691, 0.5807, -2.6699)
H (-0.8712, 2.1617, -4.4774)
H (-3.2746, 2.7800, -4.7330)
H (-5.0242, 1.6754, -3.3711)
H (-4.4066, -0.0534, -1.7291)
C (0.9808, 4.7130, 3.9585)
Si (1.7825, 3.6409, 2.7042)
C (2.6016, 4.7283, 1.4651)
C (3.0157, 2.5849, 3.5379)
As (0.1342, 2.2143, 1.5961)
Si (-1.7267, 3.7787, 1.1594)
C (-1.0871, 5.3432, 0.5057)
C (-2.8120, 3.0896, -0.1565)
C (-2.6029, 3.8901, 2.7688)
H (1.8176, 5.2744, 4.4066)
H (0.4774, 4.1529, 4.7353)
H (0.2976, 5.4419, 3.5085)
H (2.9847, 5.5849, 2.0310)
H (1.9302, 5.1109, 0.6838)
H (3.4591, 4.2242, 1.0259)
H (3.6776, 3.2932, 4.0835)
H (3.6073, 1.9791, 2.8605)
H (2.5683, 1.9497, 4.3143)
H (-0.7269, 5.2085, -0.5217)
H (-0.3194, 5.8734, 1.0626)
H (-1.9707, 5.9909, 0.4886)
H (-2.3733, 3.0702, -1.1675)
H (-3.6779, 3.7520, -0.2012)
H (-3.1575, 2.0815, 0.0670)
H (-2.0178, 4.3272, 3.5741)
H (-2.9371, 2.8912, 3.0532)
H (-3.5110, 4.5069, 2.6013)
N (3.4322, 1.3518, 0.0044)
C (3.0529, 0.9651, -1.2385)
S (1.7348, -0.1023, -1.3534)
N (3.7740, 1.3554, -2.2735)
C (3.6076, 1.1626, -3.6849)
C (2.7133, 0.2420, -4.2581)
C (2.5878, 0.1625, -5.6193)
C (3.3806, 0.9398, -6.4426)
C (4.3242, 1.7982, -5.8945)
C (4.4319, 1.9368, -4.5258)
H (2.6899, 1.2258, 0.6709)
H (4.0354, 2.1737, 0.1289)
H (4.5765, 1.9532, -2.0930)
H (2.0862, -0.4271, -3.6730)
H (1.8750, -0.5471, -6.0316)
H (3.3111, 0.8478, -7.5190)
H (4.9630, 2.3844, -6.5800)
H (5.1827, 2.6196, -4.1190)
C (3.6093, -3.0433, 1.8943)
C (2.4554, -2.4275, 1.0539)
N (1.4679, -1.7921, 1.9525)
C (0.7390, -2.8780, 2.6806)
C (1.7584, -3.9484, 3.1684)
N (3.0918, -3.2523, 3.2940)
C (2.9540, -1.9187, 3.9718)
C (2.1820, -0.9982, 3.0055)
H (4.4770, -2.4080, 1.9724)
H (3.9387, -4.0121, 1.5228)
H (1.9616, -3.1903, 0.4556)
H (2.8817, -1.6887, 0.3619)
H (0.0002, -3.3603, 2.0330)
H (0.2004, -2.4336, 3.5468)
H (1.8787, -4.7578, 2.4527)
H (1.4865, -4.3508, 4.1387)
H (3.7312, -3.8496, 3.8000)
H (3.9483, -1.5338, 4.2196)
H (2.4076, -2.1274, 4.9005)
H (2.8576, -0.3115, 2.4695)
H (1.4522, -0.3706, 3.5688)

Atoms 1-6, force components in eV/Å:
Rh -0.160 0.133 0.151
I -0.168 -0.321 -0.422
C -0.223 -0.058 -0.707
C -0.017 -0.335 -0.074
C -0.391 0.069 -0.734
C 0.588 0.489 -0.058

Atom charges from the Löwdin analysis, given in e for atoms 1 to 6: atom 1 (Rh): 0.254, atom 2 (I): 1.009, atom 3 (C): -0.552, atom 4 (C): -0.168, atom 5 (C): -0.041, atom 6 (C): 0.004



(2)
C50H49GeN2O6S4Sb2Tc | ωB97M-V with the def2-TZVPD basis set

The total energy is -6726.2092 hartree. For the HOMO energy (alpha / beta), the calculation gives -10.01 / -10.01 eV. The calculation puts the HOMO-LUMO gap (alpha / beta) at 6.10 / 5.76 eV. The calculation puts the LUMO energy (alpha / beta) at -3.9 / -4.2 eV. The spin multiplicity is 4. Its expectation value of S² is 3.794. Its net charge is +1.

Positions of all 115 atoms, in Å:
Tc (-1.5047, -23.5124, 15.7312)
O (-5.1758, -22.0186, 15.7162)
S (-4.1843, -23.0148, 16.0438)
O (-3.0359, -22.3183, 16.8193)
O (-3.5822, -23.6205, 14.8577)
C (-4.8220, -24.1613, 17.2003)
C (-5.9992, -23.6596, 17.7603)
C (-6.7960, -24.5818, 18.4562)
C (-6.6580, -25.9493, 18.3471)
C (-5.5493, -26.4745, 17.6075)
C (-4.6197, -25.5545, 17.0901)
S (-3.1305, -26.3109, 16.5611)
O (-2.9942, -27.4198, 17.5077)
O (-2.0096, -25.2087, 16.9598)
O (-3.0970, -26.5206, 15.1072)
H (-6.1746, -22.6097, 17.8737)
H (-7.6560, -24.1345, 18.9667)
H (-7.3758, -26.6182, 18.7406)
H (-5.3596, -27.5029, 17.3636)
S (-0.9681, -21.4510, 14.6316)
Sb (-2.7506, -15.7912, 11.5897)
C (-1.6042, -14.8384, 13.2891)
C (-0.3811, -14.1833, 13.1131)
C (0.4442, -13.8750, 14.2025)
C (0.0054, -14.2574, 15.4703)
C (-1.1304, -15.0553, 15.6725)
C (-1.9975, -15.2887, 14.5798)
C (-1.8753, -14.8303, 9.8029)
C (-0.8267, -15.4676, 9.2178)
C (-0.1754, -14.9934, 8.0671)
C (-0.6294, -13.7713, 7.4575)
C (-1.7159, -13.1562, 8.0844)
C (-2.4019, -13.6848, 9.2135)
C (-4.3527, -14.3487, 11.7214)
C (-4.3124, -13.2659, 12.5907)
C (-5.5620, -12.7333, 12.9706)
C (-6.7823, -13.0602, 12.3601)
C (-6.7649, -13.9694, 11.2813)
C (-5.5668, -14.6975, 11.0847)
H (0.0547, -14.1079, 12.1255)
H (1.4075, -13.3427, 14.0569)
H (0.5633, -14.1019, 16.3894)
H (-1.4386, -15.5528, 16.6432)
H (-2.8960, -15.8481, 14.8209)
H (-0.3899, -16.3691, 9.6906)
H (0.7072, -15.4903, 7.7179)
H (-0.0534, -13.3677, 6.6679)
H (-2.1978, -12.1945, 7.7394)
H (-3.1934, -13.0581, 9.5609)
H (-3.4399, -12.9333, 13.0520)
H (-5.5546, -11.9834, 13.7518)
H (-7.7473, -12.6382, 12.7315)
H (-7.7386, -14.2382, 10.7887)
H (-5.3824, -15.5006, 10.3900)
C (2.1494, -22.0610, 10.8955)
C (2.4688, -22.1390, 12.2351)
C (1.7905, -23.1136, 13.0357)
C (0.7697, -23.8510, 12.5072)
C (0.5320, -23.7839, 11.1559)
C (1.2379, -22.9439, 10.3410)
Sb (-0.5841, -25.0912, 13.7220)
C (0.7858, -26.7362, 14.1226)
C (0.1300, -27.8553, 14.6488)
C (0.8612, -28.9887, 15.0161)
C (2.1955, -29.0469, 14.8617)
C (2.8659, -28.0112, 14.1928)
C (2.1728, -26.8258, 13.8306)
C (-1.8643, -25.7149, 12.1461)
C (-1.7196, -26.9704, 11.5703)
C (-2.6157, -27.3680, 10.5556)
C (-3.5449, -26.4114, 10.0396)
C (-3.6313, -25.1490, 10.5721)
C (-2.7844, -24.8008, 11.6658)
H (2.7040, -21.3658, 10.2639)
H (2.9731, -21.3699, 12.7874)
H (2.3168, -23.2936, 13.9997)
H (-0.1029, -24.5110, 10.7106)
H (1.2682, -22.9870, 9.2110)
H (-0.9042, -27.7247, 14.9229)
H (0.3635, -29.9260, 15.3542)
H (2.7702, -29.9833, 15.1405)
H (3.9212, -27.8951, 14.0450)
H (2.7108, -25.9502, 13.4544)
H (-1.0859, -27.6963, 12.0692)
H (-2.5229, -28.3179, 10.1094)
H (-4.2292, -26.7079, 9.2427)
H (-4.4044, -24.4688, 10.1956)
H (-2.9063, -23.8988, 12.2532)
C (2.6165, -22.4498, 19.2618)
Ge (1.6463, -24.2398, 19.2406)
C (2.6471, -25.8232, 19.9072)
C (-0.1876, -24.2026, 19.9401)
C (1.4004, -24.7194, 17.3877)
H (2.3845, -21.8313, 18.4278)
H (3.7066, -22.5709, 19.3794)
H (2.2024, -22.0316, 20.1919)
H (2.5643, -26.0300, 21.0159)
H (3.7144, -25.6935, 19.8299)
H (2.4235, -26.6926, 19.3208)
H (-0.3550, -25.0604, 20.6241)
H (-0.9400, -24.4340, 19.1752)
H (-0.4487, -23.3096, 20.5504)
H (0.6984, -25.6157, 17.2663)
H (2.3318, -24.9461, 16.8340)
S (0.7054, -23.3678, 16.3306)
C (-0.4634, -20.3170, 15.8539)
N (-1.3454, -20.0609, 16.9069)
C (-1.2148, -18.9551, 17.6537)
C (-0.0051, -18.2792, 17.6136)
C (0.7841, -18.5735, 16.5309)
N (0.6331, -19.5854, 15.6762)
H (-2.1131, -20.6788, 17.0015)
H (-2.0431, -18.6107, 18.1566)
H (0.3647, -17.5831, 18.3779)
H (1.5611, -17.9393, 16.2063)

Atoms 1-6, force components in eV/Å:
Tc -0.265 -1.192 0.540
O 0.377 -1.242 0.478
S -0.333 4.169 0.998
O 0.266 -1.259 -0.598
O 1.234 -1.036 0.057
C -1.573 -0.559 -1.587

Atom charges from the Löwdin analysis, given in e for atoms 1 to 6: atom 1 (Tc): 0.876, atom 2 (O): -0.246, atom 3 (S): 0.539, atom 4 (O): -0.491, atom 5 (O): -0.408, atom 6 (C): -0.246